Formula: C30H55N2O2OsP2
Source: the OMol25 dataset
Level of theory: wB97M-V/def2-TZVPD

Geometry (Å):
1 C 2.30 -1.32 -0.78
2 C 1.42 0.68 -1.77
3 C 3.35 -1.31 -1.68
4 C 2.35 0.54 -2.83
5 C 3.36 -0.40 -2.74
6 H 4.14 -2.07 -1.56
7 H 2.28 1.26 -3.63
8 H 4.16 -0.41 -3.48
9 N 1.37 -0.34 -0.84
10 P 0.37 -2.38 0.92
11 P -0.07 2.09 0.12
12 C 2.12 -2.39 0.28
13 H 2.39 -3.39 -0.12
14 H 2.81 -2.20 1.13
15 C -1.18 -0.04 2.13
16 O -1.76 0.05 3.14
17 C 0.81 1.96 -1.49
18 H 0.30 2.43 -2.35
19 C -1.70 3.11 0.08
20 C 1.42 3.23 0.42
21 C -0.54 -3.61 -0.22
22 C 0.58 -3.14 2.64
23 C -2.90 2.26 0.56
24 H -2.79 1.99 1.62
25 H -3.81 2.86 0.46
26 H -3.02 1.35 -0.03
27 C -1.64 4.31 1.04
28 H -1.39 3.99 2.05
29 H -0.95 5.09 0.71
30 H -2.64 4.77 1.08
31 C -1.98 3.57 -1.35
32 H -2.88 4.21 -1.34
33 H -1.17 4.16 -1.78
34 H -2.18 2.70 -1.99
35 C 1.35 3.87 1.79
36 H 1.13 3.12 2.55
37 H 2.34 4.29 2.01
38 H 0.64 4.70 1.85
39 C 2.70 2.39 0.40
40 H 2.67 1.62 1.17
41 H 2.92 1.93 -0.57
42 H 3.54 3.06 0.61
43 C 1.46 4.27 -0.71
44 H 1.67 3.80 -1.69
45 H 0.54 4.84 -0.81
46 H 2.28 4.96 -0.51
47 C -0.80 -3.50 3.21
48 H -0.66 -3.87 4.23
49 H -1.45 -2.61 3.26
50 H -1.32 -4.28 2.64
51 C 1.22 -2.09 3.56
52 H 2.21 -1.78 3.21
53 H 0.58 -1.20 3.65
54 H 1.33 -2.53 4.56
55 C 1.52 -4.37 2.65
56 H 2.51 -4.12 2.24
57 H 1.65 -4.67 3.70
58 H 1.12 -5.23 2.11
59 C -0.14 -3.33 -1.68
60 H 0.91 -3.58 -1.87
61 H -0.76 -3.96 -2.34
62 H -0.32 -2.28 -1.94
63 C -2.05 -3.37 -0.06
64 H -2.31 -2.35 -0.38
65 H -2.59 -4.07 -0.71
66 H -2.40 -3.51 0.97
67 C -0.22 -5.08 0.08
68 H 0.85 -5.30 -0.02
69 H -0.59 -5.42 1.05
70 H -0.74 -5.69 -0.69
71 Os -0.16 -0.15 0.60
72 N -1.59 -0.41 -0.90
73 C -1.90 0.00 -1.96
74 C -2.09 0.27 -3.41
75 C -1.43 1.40 -4.26
76 C -1.66 -1.06 -4.03
77 C -3.60 0.50 -3.25
78 H -1.61 2.41 -3.87
79 H -0.35 1.25 -4.37
80 H -1.88 1.36 -5.27
81 H -2.03 -1.87 -3.37
82 H -2.08 -1.17 -5.03
83 H -0.56 -1.10 -4.07
84 H -4.09 0.61 -4.21
85 H -3.96 -0.38 -2.68
86 H -3.76 1.41 -2.62
87 C 1.21 1.57 4.64
88 O 1.98 1.05 3.55
89 H 0.26 1.89 4.21
90 H 1.69 2.44 5.11
91 H 1.01 0.80 5.40
92 H 2.89 0.89 3.86

Summary:
LUMO energy (spin up / spin down) ... -8.93 / -12.60 eV
HOMO (spin up / spin down) ... -17.04 / -17.91 eV
Frontier orbital gap (spin up / spin down) ... 8.11 / 5.31 eV
ΔE to the lowest compared entry with this formula, charge and spin ... 0.0 kcal per mole
Multiplicity ... 5
Net charge ... +3

These are the Löwdin partial charges, in e, on atoms 1 to 4: number 1, C, carries -0.290; number 2, C, carries -0.343; number 3, C, carries 0.037; number 4, C, carries 0.026

Formula: C30H55N6O13P
Source: the OMol25 dataset
Level of theory: wB97M-V/def2-TZVPD

Geometry (Å):
1 C -13.08 12.97 -10.33
2 C -12.39 12.03 -11.29
3 O -13.39 11.70 -12.17
4 C -14.30 12.68 -12.22
5 O -15.20 12.77 -13.03
6 O -14.08 13.53 -11.19
7 H -12.37 13.68 -9.90
8 H -13.62 12.45 -9.53
9 H -12.02 11.16 -10.74
10 H -11.57 12.55 -11.79
11 C -7.17 18.84 -15.90
12 C -7.36 17.36 -16.29
13 O -8.66 17.15 -15.72
14 C -9.26 18.31 -15.40
15 O -10.47 18.48 -15.10
16 O -8.46 19.37 -15.71
17 H -6.63 19.36 -16.69
18 H -6.59 18.85 -14.98
19 H -6.52 16.80 -15.89
20 H -7.33 17.23 -17.37
21 C -13.59 19.05 -14.41
22 C -14.37 18.76 -13.18
23 O -14.11 17.39 -12.92
24 C -13.43 16.88 -13.97
25 O -13.13 15.61 -14.06
26 O -13.12 17.81 -14.84
27 H -12.81 19.81 -14.33
28 H -14.35 19.44 -15.09
29 H -15.42 18.89 -13.44
30 H -14.10 19.47 -12.41
31 C -7.45 19.33 -9.85
32 C -8.80 18.96 -10.40
33 O -8.43 17.89 -11.26
34 C -7.22 18.05 -11.68
35 O -6.69 17.45 -12.66
36 O -6.58 18.93 -10.93
37 H -7.28 18.74 -8.95
38 H -7.49 20.38 -9.56
39 H -9.17 19.72 -11.09
40 H -9.57 18.78 -9.66
41 C -8.74 8.99 -14.82
42 C -9.83 9.80 -14.07
43 C -10.01 9.36 -12.59
44 C -8.83 9.90 -11.89
45 N -7.93 10.47 -11.43
46 H -7.73 9.14 -14.44
47 H -8.54 9.33 -15.84
48 H -9.09 7.96 -14.84
49 H -10.82 9.79 -14.53
50 H -9.51 10.84 -14.14
51 H -10.07 8.28 -12.42
52 H -10.98 9.59 -12.16
53 C -9.27 14.15 -11.36
54 C -10.34 15.07 -11.90
55 C -10.03 15.44 -13.40
56 C -9.97 14.31 -14.30
57 N -9.95 13.44 -15.03
58 H -8.29 14.58 -11.56
59 H -9.33 13.11 -11.69
60 H -9.50 14.14 -10.30
61 H -10.21 15.92 -11.22
62 H -11.37 14.73 -11.82
63 H -9.06 15.94 -13.36
64 H -10.74 16.15 -13.81
65 C -9.12 15.76 -7.88
66 C -9.35 15.90 -6.35
67 C -8.66 17.18 -5.69
68 C -9.25 18.41 -6.12
69 N -9.67 19.46 -6.48
70 H -8.08 15.57 -8.13
71 H -9.44 16.66 -8.39
72 H -9.76 14.91 -8.12
73 H -8.92 15.03 -5.84
74 H -10.43 15.94 -6.20
75 H -7.59 17.14 -5.89
76 H -8.80 17.09 -4.61
77 O -3.85 14.39 -15.86
78 P -4.73 13.28 -15.42
79 N -5.66 13.77 -14.06
80 C -6.43 12.80 -13.30
81 C -4.99 14.78 -13.25
82 N -3.86 11.79 -14.96
83 C -3.53 10.84 -16.06
84 C -2.89 11.89 -13.77
85 N -5.98 12.79 -16.53
86 C -6.38 13.67 -17.60
87 C -6.88 11.67 -16.27
88 H -5.85 11.93 -13.00
89 H -7.24 12.39 -13.90
90 H -6.84 13.34 -12.44
91 H -5.64 15.10 -12.43
92 H -4.80 15.62 -13.92
93 H -4.05 14.36 -12.89
94 H -3.72 11.38 -16.98
95 H -2.50 10.49 -16.11
96 H -4.22 10.00 -15.98
97 H -3.47 12.18 -12.89
98 H -2.39 10.94 -13.57
99 H -2.20 12.71 -14.01
100 H -5.71 14.52 -17.74
101 H -6.61 13.08 -18.48
102 H -7.38 14.05 -17.42
103 H -6.33 11.02 -15.59
104 H -7.23 11.23 -17.21
105 H -7.83 12.04 -15.90

Summary:
LUMO energy (spin up / spin down) ... 2.34 / 2.29 eV
HOMO (spin up / spin down) ... 0.41 / -6.41 eV
Frontier orbital gap (spin up / spin down) ... 1.93 / 8.70 eV
Multiplicity ... 2
Net charge ... -1

These are the Löwdin partial charges, in e, on atoms 1 to 4: number 1, C, carries -0.140; number 2, C, carries -0.184; number 3, O, carries 0.065; number 4, C, carries -0.547

Which of these has the lowest multiplicity? C30H55N6O13P